Formula: C28H20Cl2CoN4O2
Source: OMol25
Level of theory: the ωB97M-V functional and the def2-TZVPD basis

CARTESIAN COORDINATES (ANGSTROEM)
H: 1.5685 0.5032 -5.3027
C: -1.6667 0.0434 -4.4596
N: -0.2902 -0.2430 1.2622
H: -2.2662 0.7343 3.8013
O: -2.5819 -0.9264 5.5840
H: 2.2130 -3.1069 2.5711
C: -3.9289 -0.1144 -2.4086
C: -3.0900 -0.9772 0.0986
C: -2.9677 3.6560 0.9327
H: -5.9225 -0.3230 -1.6513
C: -1.5313 -1.4767 5.2279
C: -1.6342 1.6933 1.2205
C: -4.8659 -0.4259 -1.4415
C: -0.1180 -1.7526 3.0923
H: 1.7380 0.4683 -2.8385
N: -0.2697 0.1326 -2.5207
H: -0.6838 0.2199 -6.3559
C: -0.5695 0.2098 -5.2803
H: -2.8011 -1.3430 1.0770
N: 1.4340 -1.4309 -0.2381
H: -3.0106 2.4473 2.6960
C: -2.1266 -0.5954 -0.8304
C: 3.3134 -3.2388 0.7335
H: -3.7116 4.3539 1.2923
H: -5.1734 -1.1672 0.5522
H: 4.0524 -3.9318 1.1118
C: 0.7801 0.3229 -3.3244
H: 0.7884 -4.6698 -0.5977
C: 1.3522 -1.8946 1.0309
H: -2.6567 -0.0819 -4.8733
O: -0.7730 -2.3112 5.7406
C: -1.4437 2.9021 -0.7285
C: -1.1665 0.5055 1.9527
H: -4.2567 0.2378 -3.3809
C: -1.0529 -1.0125 3.7951
C: -1.5597 0.1485 3.2307
C: 0.2775 -1.3150 1.8392
H: 4.1783 -3.0842 -1.2380
C: -2.5690 -0.2278 -2.1146
Cl: -0.8592 -3.4143 -1.7087
C: -4.4450 -0.8926 -0.2015
C: -2.5756 2.5873 1.7170
C: -1.4987 0.0101 -3.0762
C: 3.3931 -2.7598 -0.5705
C: -2.3924 3.8227 -0.3183
C: 0.6842 0.3620 -4.6984
H: 2.5004 -1.4480 -1.9994
C: -0.2922 -4.7357 -0.6672
H: -2.6733 4.6420 -0.9644
H: -0.6144 -5.6738 -1.1018
C: 2.2880 -2.7918 1.5401
H: -0.9550 3.0105 -1.6908
C: 2.4442 -1.8530 -0.9968
Cl: -0.9761 -4.6217 0.9580
Co: -0.2499 -0.1472 -0.6014
N: -1.0822 1.8566 0.0038
H: 0.2748 -2.6563 3.5379

Atoms 1-3, force components in eV/Å:
0.02 0.02 0.04
0.06 0.11 -0.09
-0.53 -0.52 0.99

Computed properties:
multiplicity: 2
LUMO level (alpha / beta): -0.793 / -0.895 eV
energy above the lowest of the compared OMol25 structures with the same formula, charge and spin: 16.0 kcal/mol
Kohn-Sham gap (alpha / beta): 6.9 / 6.8 eV
expectation value of S²: 0.760

Formula: C11H22GaI2NO3P2
Source: OMol25
Level of theory: the ωB97M-V functional and the def2-TZVPD basis

CARTESIAN COORDINATES (ANGSTROEM)
H: 1.8934 -1.9177 -2.6624
H: 0.4570 3.5818 1.7302
O: -0.0278 -2.6243 2.1734
H: 3.6479 1.6456 -3.6896
O: -3.4866 -0.4497 0.1691
I: 3.0998 1.3973 0.8924
H: -1.2272 0.4264 3.6780
C: -0.6475 0.0963 2.8599
C: 1.1164 -1.0291 0.2021
H: -0.5098 3.1658 3.1860
H: 1.1489 2.5026 2.9636
H: 0.2063 -0.0310 -4.0495
H: 3.2133 -1.2007 -3.6431
Ga: 0.7744 0.7800 -0.3826
H: 3.3900 -1.3576 -1.8646
C: 0.2258 2.7967 2.4561
C: -2.5550 -0.9879 0.7079
P: -0.4868 1.3984 1.5756
C: -0.6849 -2.3059 1.3329
H: 4.1397 1.4026 -1.9744
N: -0.9834 -0.8295 0.7117
C: 2.6819 -1.1544 -2.6780
H: 0.3424 -0.2473 3.1499
C: -1.9574 -3.1512 1.5839
H: -1.8501 -4.1664 1.3035
H: 0.3768 1.7214 -3.7790
H: -2.5956 2.4043 2.1106
H: -2.8736 -2.8107 -0.2477
H: -1.1674 -0.7775 2.4311
P: 1.9434 0.4942 -2.4416
H: -3.9396 -2.6253 1.1628
C: 3.3098 1.6629 -2.6417
H: -2.2155 -2.9808 2.6015
C: 0.9287 0.7824 -3.9103
C: -2.9862 -2.4650 0.7431
C: -2.1688 1.9325 1.2165
H: -2.8047 1.0913 0.9221
H: 1.5844 0.8588 -4.7932
I: -1.5107 -0.2444 -1.6024
H: 2.9551 2.6667 -2.3821
O: 1.3927 -2.0959 0.4893
H: -2.1494 2.6443 0.3889

Atoms 1-3, force components in eV/Å:
0.21 0.08 -0.08
0.01 0.04 0.20
7.77 0.21 4.82

Computed properties:
multiplicity: 1
LUMO level: -10.026 eV
energy above the lowest of the compared OMol25 structures with the same formula, charge and spin: 167.5 kcal/mol
charge: +2
Kohn-Sham gap: 5.1 eV

Formula: C23H23O12PS
Source: OMol25
Level of theory: the ωB97M-V functional and the def2-TZVPD basis

CARTESIAN COORDINATES (ANGSTROEM)
C: -5.3344 -1.8086 -2.9936
S: 0.6269 0.6791 -1.0603
O: -4.4667 -3.6781 -1.8515
C: -3.0251 -0.4309 -2.0359
O: -0.6961 -3.4647 -0.2063
C: -3.1681 -1.7175 -1.7033
C: 2.4118 3.6317 -2.4459
H: 0.6003 2.0527 6.8154
O: 1.1054 -0.1797 -2.2659
O: 1.6427 2.8429 2.5408
H: -2.7200 -4.9030 -0.9667
O: -3.8927 1.4386 -3.1779
H: -5.9167 0.0004 -3.9384
C: 0.5309 0.2823 5.5349
C: 0.7493 1.7190 5.7958
C: 0.1716 -5.3342 0.9358
H: 0.5661 -1.2518 3.9771
H: 5.0124 2.2110 0.4023
H: 5.0836 4.1443 -2.1787
C: -0.8288 -4.6418 0.0993
H: 3.5699 3.4444 0.3360
H: 1.9858 3.5924 -3.5552
C: 0.7294 -0.1951 4.1522
H: 0.7539 -7.1432 1.8806
O: -1.2701 -8.5814 1.1201
H: 1.3205 4.0154 1.2965
H: -0.0884 2.1791 -3.1861
C: 1.0912 0.6415 3.1748
H: -2.4428 -2.2398 -1.0911
C: 1.1111 2.5557 4.8183
H: 5.4450 4.0467 0.2046
H: 1.2403 0.3078 2.1551
C: 4.6963 3.1155 -1.7404
O: 0.6733 -0.2592 0.1837
C: -1.9947 -5.4253 -0.3545
H: -2.9864 -7.3012 -0.3470
H: -0.9797 3.6575 -2.3185
C: -2.1377 -6.7119 -0.0219
H: 5.5461 2.3152 -1.9845
O: 1.7787 1.9176 -0.8114
O: -0.7784 1.6627 -1.2853
C: -4.3340 -2.5010 -2.1571
P: 0.8444 4.4792 -0.0102
H: 1.5760 5.6738 -0.4541
C: 0.0285 -6.6208 1.2684
C: -5.1914 -0.5220 -3.3262
H: 1.2745 3.6123 4.9935
H: -2.1764 0.1584 -1.7108
O: 3.4682 2.6110 -2.3739
O: -0.7405 4.7566 0.0410
C: -4.0254 0.2615 -2.8723
C: -0.2436 2.7349 -2.1461
O: 0.1978 -0.4824 6.4298
C: -1.1374 -7.4043 0.8145
H: -6.1831 -2.3978 -3.3187
C: 1.1922 3.1635 -1.4045
H: 2.7685 4.7326 -2.2706
C: 4.6360 3.2253 -0.1019
C: 1.3096 2.0782 3.4356
H: 1.0203 -4.7450 1.2608

Atoms 1-3, force components in eV/Å:
-0.20 0.36 -0.23
3.67 -5.79 0.73
0.01 0.56 -0.20

Computed properties:
structure (SMILES): CCOC[C@@]1([PH2]=O)COS(=O)(=O)O1.O=C1C=CC(=O)C=C1.O=C1C=CC(=O)C=C1.O=C1C=CC(=O)C=C1
multiplicity: 1
LUMO level: -1.870 eV
Kohn-Sham gap: 8.0 eV

Formula: C22H37N2O6S5W
Source: OMol25
Level of theory: the ωB97M-V functional and the def2-TZVPD basis

CARTESIAN COORDINATES (ANGSTROEM)
C: 2.7363 -0.7878 3.8919
O: 2.3795 1.3069 -0.5731
C: -0.7279 -3.8262 -3.0126
S: -0.0989 -4.9854 -1.8579
H: -3.0329 2.1913 -3.3461
C: 2.8332 0.6325 3.4268
H: -2.1335 1.2635 1.7112
H: 3.8061 -4.6341 -1.2504
C: -1.4449 1.1591 2.5522
H: -0.2464 -2.8923 1.2970
H: 2.8539 -6.1476 -1.3592
C: -4.8731 0.6735 -1.8844
C: 1.3168 -2.0164 2.4815
H: 1.9218 -2.9248 2.4507
C: -4.8606 1.0351 -3.3694
H: -3.8853 -0.7580 -0.5479
H: -2.2075 -0.7330 3.1721
H: -0.7862 3.5666 2.6853
H: 2.9074 -0.7974 4.9687
H: -5.4917 1.9044 -3.5452
C: 0.9624 -3.9223 -0.9845
C: -2.5315 0.1212 -3.5999
C: 1.0647 3.1824 -1.1524
C: -3.4391 1.3112 -3.8564
H: -4.5457 1.5303 -1.2857
S: 2.0417 -1.3598 -0.8093
C: -0.6617 3.3354 0.5383
O: -0.1369 1.6548 2.1635
C: -0.1219 -2.2467 2.1627
H: -1.4943 0.3022 -3.8663
N: -0.6598 -0.0377 -0.6556
H: -0.6805 -2.6461 3.0075
O: -0.6551 -0.9304 1.7937
H: -1.8242 1.7306 3.4001
O: 1.4271 -1.2888 3.6568
H: -5.2894 0.2109 -3.9470
H: 4.3389 0.9025 -0.1202
S: 0.0121 -2.2506 -2.7820
H: 2.0873 1.2660 3.9077
C: -3.9703 -0.5150 -1.6057
C: -0.1628 3.0866 1.9307
H: -4.3122 -1.4053 -2.1350
H: -2.8729 -0.7701 -4.1288
H: 3.8290 1.0076 3.6588
H: 2.7575 2.4318 -2.2931
H: -0.5564 4.3877 0.2721
H: -3.4269 1.5228 -4.9262
H: 4.0057 2.6187 -0.4417
H: 3.4885 -1.4234 3.4178
W: 0.8952 0.1815 0.5843
C: -1.2528 -0.2577 2.9473
H: -0.5795 -0.3511 3.7941
C: 3.6313 1.7157 0.0380
H: 2.7429 2.8242 1.6637
C: 0.9587 -2.6286 -1.3655
C: 3.2625 -5.3921 -0.6934
H: 1.7041 -1.4088 1.6063
O: 2.6609 0.7636 1.9634
O: 0.1046 2.4994 -0.3382
H: -1.7093 3.0610 0.4177
H: 0.8573 3.4389 2.0606
H: 3.9263 -5.8724 0.0231
N: -2.5940 -0.2285 -2.1346
C: -1.5915 -0.1272 -1.3651
H: 1.6517 3.8769 -0.5426
S: -1.8229 -4.1250 -4.1404
H: 1.3252 1.3876 -2.3128
H: 4.2981 2.0622 2.0206
S: 1.9330 -4.6412 0.2945
H: -5.8809 0.4155 -1.5568
C: 3.3586 1.9438 1.4828
H: 0.5722 3.7441 -1.9481
C: 1.9089 2.0816 -1.7096

Atoms 1-3, force components in eV/Å:
-0.09 -0.08 -0.05
-0.12 0.25 0.13
0.35 0.04 0.42

Computed properties:
multiplicity: 3
LUMO level (alpha / beta): -10.560 / -10.253 eV
energy above the lowest of the compared OMol25 structures with the same formula, charge and spin: 12.4 kcal/mol
charge: +3
Kohn-Sham gap (alpha / beta): 4.8 / 5.0 eV
expectation value of S²: 2.017

Formula: C9H11O3
Source: OMol25
Level of theory: the ωB97M-V functional and the def2-TZVPD basis

CARTESIAN COORDINATES (ANGSTROEM)
C: 1.6216 1.8890 1.0266
C: 2.4782 3.1331 1.1026
H: -1.4121 -3.2587 -3.7268
C: -0.3641 0.7998 0.3127
C: -2.2078 -3.2360 -2.9869
H: -3.2437 -3.2606 -3.1670
O: -2.4104 -1.7886 -1.0664
H: 3.1334 2.9477 1.9133
C: -0.1423 -0.3976 1.0785
H: -1.3541 0.8536 -0.2794
H: 2.3702 0.7033 2.7060
C: 1.6888 0.7726 1.9179
O: -0.8559 -1.4684 0.9325
H: 2.8684 3.4482 0.2305
H: -1.7692 -1.3674 0.1456
H: 0.7833 -0.7429 2.9721
C: 0.7937 -0.3073 2.0780
O: -0.7507 -1.3532 -2.5657
H: 1.9978 4.0249 1.6192
C: 0.4195 1.9633 0.3398
H: -1.9680 -4.1568 -2.3321
C: -1.7287 -2.0643 -2.1914
H: 0.0519 2.8663 -0.0597

Atoms 1-3, force components in eV/Å:
-0.86 -0.32 1.29
-2.36 -0.49 4.30
-0.92 -0.35 -1.12

Computed properties:
multiplicity: 1
LUMO level: 3.517 eV
energy above the lowest of the compared OMol25 structures with the same formula, charge and spin: 58.9 kcal/mol
charge: -1
Kohn-Sham gap: 7.6 eV

Formula: C20H19AsN2O10STeTi
Source: OMol25
Level of theory: the ωB97M-V functional and the def2-TZVPD basis

CARTESIAN COORDINATES (ANGSTROEM)
C: 2.1047 0.1288 -8.6398
H: 0.1417 -3.3735 -4.5841
H: 0.9638 -2.1511 -7.6769
C: -0.9442 3.9211 0.2315
H: 1.3797 0.1311 -9.4598
H: 0.9282 -4.3176 1.4590
H: 1.7439 1.9092 -6.6057
O: 2.6544 2.5565 0.4327
H: 4.6040 -1.7512 1.0502
C: 2.6146 -2.6900 0.9897
H: -2.6721 5.1638 0.0165
H: 1.0886 7.0728 -0.7035
O: 3.9555 -4.3280 2.0586
H: -3.9013 2.2767 -0.5035
H: 0.9301 1.6380 -3.1845
C: 0.5899 1.9064 -4.1866
S: 1.2655 2.2970 0.2074
C: 0.4339 3.8842 0.1658
O: -0.7690 -1.6353 0.0878
C: 0.1669 -0.5044 -4.8020
H: 3.3676 0.2302 0.0311
O: 0.5465 1.4913 1.2069
N: 3.0087 -0.7122 0.0876
C: 1.3267 0.9307 -6.3752
O: -2.2770 2.1574 2.3088
C: 0.2621 -1.5554 -5.7465
H: 1.1746 2.7569 -4.5453
H: 2.8345 -0.6557 -8.8589
C: 0.0516 -2.5654 0.4951
H: -0.4538 2.2139 -4.0745
C: 0.8938 -1.3274 -6.9687
O: 1.7851 -4.7425 1.8524
H: 2.2559 4.8958 -0.2565
H: -1.3603 7.1795 -0.5771
Ti: -0.1468 0.1076 -0.4775
C: 3.5619 -1.7458 0.7735
C: 0.5183 6.1917 -0.4343
C: 1.4105 -2.1491 0.4397
C: -0.2955 -2.9335 -5.4823
C: -0.8480 6.2479 -0.3597
O: -1.8189 1.0847 -0.3557
C: 2.8496 -3.9865 1.6761
O: -0.3073 -3.7068 0.9004
C: 0.7005 0.7449 -5.1402
O: -3.5743 2.9944 0.0529
O: 0.9537 1.7098 -1.1091
H: -1.3704 -2.8981 -5.2919
C: 1.1801 4.9835 -0.1827
As: -2.0608 2.3893 0.7086
H: -0.1054 -3.5904 -6.3364
C: -1.5942 5.1258 -0.0333
Te: -0.8336 -0.8733 -2.9895
H: 2.6277 1.0873 -8.6598
C: 1.4375 -0.0913 -7.3053
N: 1.6548 -0.9114 -0.1179

Atoms 1-3, force components in eV/Å:
0.01 -0.01 0.00
0.03 0.04 0.00
0.01 0.04 0.01

Computed properties:
multiplicity: 3
LUMO level (alpha / beta): 4.146 / 4.145 eV
energy above the lowest of the compared OMol25 structures with the same formula, charge and spin: 27.4 kcal/mol
charge: -2
Kohn-Sham gap (alpha / beta): 4.0 / 5.6 eV
expectation value of S²: 2.015